(1)
One molecule with the formula C22H29NO4, computed with wB97M-V/def2-TZVPD.

Geometry (Å):
C (-1.727475, -2.269226, 1.539099)
H (-2.729177, -2.604798, 1.274994)
H (-1.753264, -1.193020, 1.741930)
O (-0.920644, -2.564988, 0.425171)
C (0.389038, -2.174064, 0.442279)
C (1.102291, -2.375685, -0.738537)
C (2.412391, -1.963217, -0.841272)
C (3.053587, -1.340740, 0.223759)
C (2.351963, -1.190155, 1.410219)
C (1.033066, -1.596334, 1.529320)
H (0.518458, -1.446254, 2.465826)
H (2.835519, -0.738409, 2.265559)
C (4.461537, -0.830989, 0.091761)
H (5.076923, -1.263502, 0.886337)
H (4.875993, -1.152270, -0.865513)
C (4.564184, 0.700470, 0.189654)
C (6.033019, 1.121288, 0.154345)
H (6.486692, 0.834544, -0.791701)
H (6.587862, 0.643153, 0.958530)
H (6.129590, 2.199160, 0.266943)
C (3.801680, 1.400349, -0.945824)
C (2.293245, 1.240950, -0.856307)
O (1.627234, 0.686031, -1.704372)
N (1.740781, 1.791964, 0.249929)
H (2.312054, 2.320059, 0.887132)
C (0.352809, 1.563674, 0.580087)
H (0.218818, 1.694871, 1.655537)
C (-0.623379, 2.462724, -0.194534)
C (-2.012025, 1.912760, -0.036981)
C (-2.937300, 2.478142, 0.821848)
C (-4.182900, 1.897326, 0.967988)
C (-4.538480, 0.739559, 0.285346)
C (-3.595173, 0.147115, -0.577136)
C (-2.355445, 0.753527, -0.722966)
H (-1.617791, 0.319371, -1.378891)
O (-3.941545, -1.008975, -1.227590)
C (-2.997835, -1.610301, -2.084690)
H (-3.499432, -2.488136, -2.490429)
H (-2.103670, -1.923464, -1.539147)
H (-2.716682, -0.943779, -2.905649)
O (-5.797729, 0.287105, 0.567841)
C (-6.426747, -0.668739, -0.254880)
H (-7.458453, -0.710396, 0.095585)
H (-6.412373, -0.368449, -1.305000)
H (-5.969336, -1.655421, -0.157618)
H (-4.920913, 2.327790, 1.626352)
H (-2.696509, 3.375596, 1.371615)
H (-0.330863, 2.441963, -1.245213)
H (-0.567241, 3.489712, 0.169212)
H (0.132179, 0.525550, 0.318159)
H (4.121855, 0.995623, -1.906825)
H (4.035608, 2.468203, -0.928982)
H (4.138651, 1.012410, 1.149906)
H (2.937995, -2.105709, -1.773155)
H (0.599727, -2.839466, -1.572453)
H (-1.392360, -2.804493, 2.433376)

Force components x, y, z for each atom (eV/Å):
-0.148 0.083 0.235
0.026 0.043 0.056
0.008 -0.031 -0.007
0.337 -0.068 -0.255
0.090 -0.053 -0.156
-0.213 -0.071 0.153
-0.062 -0.079 0.194
0.101 -0.259 0.042
0.072 -0.066 -0.167
-0.300 -0.103 0.128
-0.083 0.001 0.065
0.056 0.066 0.093
-0.123 0.232 0.239
0.083 -0.013 -0.069
0.087 -0.018 -0.026
0.304 -0.040 -0.206
-0.266 -0.009 0.132
0.090 -0.030 -0.126
0.102 -0.044 0.057
0.062 0.109 -0.009
-0.079 -0.171 0.144
0.430 0.479 0.000
-0.277 -0.157 -0.314
-0.105 0.271 0.349
0.057 -0.124 -0.074
-0.139 0.069 -0.360
-0.008 -0.082 -0.014
0.080 -0.236 0.128
-0.009 0.172 0.017
0.046 -0.069 -0.082
-0.090 -0.256 -0.112
-0.030 0.151 0.076
-0.101 -0.105 -0.025
-0.079 -0.050 -0.015
0.098 -0.122 -0.118
-0.177 0.312 0.375
0.196 -0.125 -0.163
0.076 0.043 -0.015
-0.033 0.042 -0.038
-0.014 -0.006 0.021
0.352 0.110 0.158
-0.323 -0.301 -0.187
0.053 -0.004 -0.052
-0.007 -0.028 0.049
-0.078 0.101 -0.029
-0.115 0.036 0.066
0.043 0.116 0.054
0.031 0.066 0.011
0.007 0.039 -0.035
-0.011 0.132 0.150
-0.030 0.047 -0.024
0.017 0.025 -0.037
0.008 -0.027 -0.015
0.062 0.023 -0.119
-0.075 -0.051 -0.114
0.001 0.027 -0.024

The SMILES is COc1ccc(C[C@@H](C)CC(=O)NCCc2ccc(OC)c(OC)c2)cc1. Its energy relative to the best compared isomer or geometry (same formula, charge and spin) is 2.521 eV. As for the spin multiplicity: 1. As for the LUMO energy: 0.69 eV. Its gap between HOMO and LUMO is 0.3125 Ha. The total energy comes out at -1211.42398 Ha.



(2)
C45H59As3N3NaOP as an isolated structure, computed with wB97M-V/def2-TZVPD.

Geometry (Å):
Na (0.328342, 0.124658, 1.022437)
C (-3.494658, 1.993865, 1.465825)
As (-2.669141, 0.209982, 1.433307)
C (-3.566915, -0.397157, 3.073957)
C (-3.936386, -0.394258, 0.042650)
C (-3.969276, -1.833557, -0.461552)
C (-4.235341, -2.742232, 0.738479)
C (-2.673499, -2.259753, -1.155961)
As (-0.987120, -2.577912, -0.143650)
C (-0.110874, -3.490695, -1.643407)
C (-1.356760, -4.295675, 0.759818)
C (-5.169014, -2.015724, -1.422305)
As (-5.553267, -1.127536, -3.185834)
C (-4.725991, 0.664036, -3.061511)
C (-4.153675, -1.938164, -4.322800)
H (-4.579484, 1.898803, 1.385932)
H (-3.140097, 2.605526, 0.634108)
H (-3.268428, 2.506338, 2.399367)
H (-4.648221, -0.409201, 2.932035)
H (-3.325915, 0.298934, 3.880138)
H (-3.238371, -1.389509, 3.376710)
H (-3.731457, 0.285576, -0.786344)
H (-4.936598, -0.150374, 0.424356)
H (-3.403839, -2.643602, 1.437843)
H (-4.329291, -3.780542, 0.426890)
H (-5.158399, -2.452274, 1.239496)
H (-2.392089, -1.490518, -1.886793)
H (-2.871735, -3.184339, -1.711625)
H (-0.757664, -4.269670, -2.048007)
H (0.810738, -3.957951, -1.299917)
H (0.139311, -2.799255, -2.440908)
H (-2.007372, -4.918953, 0.143912)
H (-1.804830, -4.167545, 1.743609)
H (-0.399546, -4.808345, 0.881927)
H (-6.080652, -1.803527, -0.849055)
H (-5.229988, -3.081781, -1.677033)
H (-5.250142, 1.277823, -2.329191)
H (-4.832316, 1.144171, -4.032895)
H (-3.667028, 0.632674, -2.821694)
H (-4.285110, -3.019652, -4.369705)
H (-3.154398, -1.718107, -3.953577)
H (-4.244279, -1.547762, -5.337716)
C (-0.106268, -2.770014, 4.752993)
C (0.928297, -2.506841, 5.636566)
C (1.934299, -1.645552, 5.239383)
C (1.880235, -1.073858, 3.964858)
N (0.870316, -1.316726, 3.128001)
C (-0.084748, -2.140396, 3.518701)
C (2.924730, -0.151291, 3.488538)
C (4.188564, -0.093099, 4.082309)
C (5.111341, 0.824236, 3.613664)
C (4.755462, 1.647699, 2.559203)
C (3.488878, 1.496603, 2.015375)
N (2.598392, 0.630466, 2.460378)
H (-0.909173, -3.437561, 5.019264)
H (0.950023, -2.959566, 6.616491)
H (2.736264, -1.412126, 5.919543)
H (-0.873478, -2.296384, 2.792279)
H (4.460829, -0.755574, 4.886686)
H (6.089952, 0.897880, 4.065003)
H (5.442675, 2.382450, 2.170996)
H (3.160340, 2.103570, 1.184254)
C (1.028692, 5.080178, 2.995415)
C (0.714220, 3.703715, 2.409229)
C (-0.635571, 3.210529, 2.911236)
C (0.836558, 3.756777, 0.882580)
C (-0.141466, 4.681897, 0.124145)
O (-0.415959, 3.959219, -1.076201)
C (0.065660, 2.715790, -0.902512)
N (0.675299, 2.482616, 0.193665)
C (-0.135258, 1.756319, -1.988870)
C (-1.119323, 2.030723, -2.937125)
C (-1.341090, 1.174278, -3.999363)
C (-0.576989, 0.027755, -4.123216)
C (0.425026, -0.237258, -3.203225)
C (0.679084, 0.620647, -2.136984)
P (2.193006, 0.504321, -1.101808)
C (3.304110, 1.325013, -2.318134)
C (4.393860, 1.997461, -1.772255)
C (5.312055, 2.632952, -2.588491)
C (5.168557, 2.578503, -3.963424)
C (4.090196, 1.907266, -4.515836)
C (3.150236, 1.297816, -3.702678)
C (2.753345, -1.230794, -1.319200)
C (2.675317, -1.997700, -0.159866)
C (3.148744, -3.296822, -0.138047)
C (3.691573, -3.853694, -1.285443)
C (3.786025, -3.095119, -2.440899)
C (3.349115, -1.780161, -2.452350)
H (1.026632, 5.024828, 4.081192)
H (0.290624, 5.814172, 2.678936)
H (2.008804, 5.426496, 2.677604)
H (1.475466, 2.996838, 2.750247)
H (-1.432851, 3.882565, 2.603945)
H (-0.625577, 3.168658, 3.998541)
H (-0.841146, 2.208978, 2.526582)
H (1.863659, 4.089800, 0.671670)
H (0.284263, 5.652832, -0.132715)
H (-1.090584, 4.831938, 0.650249)
H (-1.697594, 2.936024, -2.843689)
H (-2.101048, 1.390591, -4.733135)
H (-0.736230, -0.638022, -4.960236)
H (1.054300, -1.103745, -3.348984)
H (4.513331, 2.014301, -0.696935)
H (6.133327, 3.177738, -2.147949)
H (5.887342, 3.068761, -4.602808)
H (3.973572, 1.871540, -5.588682)
H (2.300474, 0.814196, -4.164612)
H (2.270134, -1.547313, 0.739201)
H (3.109611, -3.864496, 0.780019)
H (4.055975, -4.870333, -1.273888)
H (4.219256, -3.524303, -3.334108)
H (3.497081, -1.175001, -3.336591)

Force components x, y, z for each atom (eV/Å):
0.288 0.045 0.505
-0.048 0.149 0.005
-0.532 0.279 0.099
0.049 -0.049 0.051
-0.084 0.097 -0.157
0.094 -0.051 0.147
0.062 0.096 -0.131
0.041 0.047 -0.183
-0.112 -0.428 -0.390
0.104 -0.032 -0.081
0.021 0.083 0.089
-0.174 0.105 -0.096
0.340 -0.081 0.107
-0.074 -0.096 0.067
0.000 0.041 0.088
0.058 -0.058 -0.010
0.044 -0.044 0.022
0.061 -0.050 -0.035
0.029 0.019 -0.023
0.029 -0.015 -0.084
0.000 -0.017 -0.024
-0.046 0.000 0.038
0.143 0.074 -0.009
-0.119 -0.176 0.158
0.064 -0.134 0.059
-0.028 -0.001 0.091
0.019 -0.102 -0.033
0.118 0.075 0.021
-0.111 0.035 0.062
0.004 0.074 0.049
-0.011 0.092 -0.028
0.015 0.071 0.017
-0.020 -0.032 -0.038
-0.041 0.075 -0.011
0.079 -0.025 -0.048
-0.044 0.077 -0.034
-0.010 -0.033 0.010
-0.090 -0.032 -0.095
0.051 -0.065 0.044
-0.044 0.027 0.042
0.056 0.002 0.004
-0.080 0.029 0.057
0.074 0.048 0.052
-0.074 0.020 -0.193
-0.053 0.063 -0.244
-0.206 -0.353 0.503
0.154 0.258 -0.264
-0.351 -0.267 0.097
0.629 0.292 0.011
-0.163 0.015 -0.116
-0.090 0.033 -0.062
-0.058 -0.067 0.034
0.344 0.276 -0.050
-0.411 -0.219 0.017
-0.119 -0.065 -0.012
-0.004 -0.029 0.066
0.093 0.058 0.029
-0.100 -0.093 0.057
-0.029 -0.094 0.084
0.056 -0.029 0.020
0.033 0.078 -0.083
0.009 0.101 -0.136
0.074 -0.328 -0.097
-0.043 0.134 -0.082
0.330 -0.118 -0.211
0.082 0.530 0.097
0.072 0.216 0.660
-0.066 -0.026 -0.778
0.165 0.173 0.735
-0.398 -0.243 0.071
-0.318 -0.193 -0.566
-0.027 0.072 0.091
0.052 -0.091 -0.032
-0.022 -0.020 -0.002
-0.053 -0.054 0.129
-0.224 0.012 0.067
0.777 -0.719 -0.837
-0.046 0.196 0.321
-0.103 -0.040 -0.038
0.143 0.059 0.050
0.038 0.062 0.001
-0.008 0.027 -0.083
0.034 0.105 0.033
-0.030 0.141 0.005
0.016 0.067 -0.058
0.039 -0.133 0.090
-0.038 -0.040 0.118
0.060 0.028 -0.148
-0.076 -0.062 0.033
-0.039 0.114 0.091
-0.118 0.132 0.038
0.141 0.090 -0.034
-0.028 0.044 -0.018
-0.164 0.016 0.004
-0.063 -0.036 0.081
-0.122 0.054 0.047
-0.038 0.006 0.014
-0.075 -0.148 -0.028
0.099 -0.006 -0.016
-0.102 0.086 0.047
-0.094 0.105 -0.045
-0.004 -0.080 -0.010
0.031 -0.029 0.044
0.062 0.059 0.054
0.123 0.012 0.017
0.052 0.034 -0.051
-0.027 -0.007 -0.097
0.028 0.018 0.039
0.048 -0.109 0.118
-0.027 -0.106 0.071
0.035 -0.072 -0.001
0.056 -0.001 -0.016
-0.042 -0.029 -0.048

Its energy relative to the best compared isomer or geometry (same formula, charge and spin) is 0.000 eV. As for the spin multiplicity: 1. As for the LUMO energy: -2.27 eV. Its gap between HOMO and LUMO is 0.2974 Ha. The total charge is +1. The total energy comes out at -9200.48649 Ha.



- Which of these has the highest LUMO energy?
  C22H29NO4



- Among the records above, which one has the lowest gap between HOMO and LUMO?
  C45H59As3N3NaOP



- Among the records above, which one has the highest LUMO energy?
  C22H29NO4



- Among the records above, which one has the lowest LUMO energy?
  C45H59As3N3NaOP